# C14H25Br2N3

A 4-piece molecular cluster, C14H25Br2N3 overall in a non-equilibrium geometry (wB97M-V/def2-TZVPD, the Open Molecules 2025 dataset).

Positions of all 44 atoms, in Å:
C -1.07 -2.78 -2.97
C -0.79 -4.22 -2.61
C -0.59 -4.38 -1.09
C 0.26 -5.51 -0.73
N 0.91 -6.42 -0.48
H -1.85 -2.39 -2.29
H -1.50 -2.65 -3.96
H -0.20 -2.15 -2.83
H 0.11 -4.57 -3.12
H -1.58 -4.91 -2.92
H -1.55 -4.60 -0.61
H -0.26 -3.45 -0.63
C 0.85 4.99 -1.88
C 1.76 6.05 -1.26
C 1.01 7.30 -0.82
C -0.07 6.98 0.11
N -0.90 6.73 0.86
H 1.38 4.08 -2.17
H 0.35 5.36 -2.78
H 0.07 4.70 -1.17
H 2.60 6.30 -1.91
H 2.27 5.63 -0.38
H 0.62 7.88 -1.66
H 1.68 7.97 -0.28
C 1.00 -4.00 2.91
C -0.24 -3.71 3.75
C -0.50 -2.23 4.00
C 0.68 -1.50 4.47
N 1.61 -0.91 4.81
H 1.88 -3.52 3.33
H 0.85 -3.67 1.88
H 1.21 -5.06 2.93
H -0.22 -4.31 4.66
H -1.10 -4.12 3.20
H -1.31 -2.08 4.72
H -0.82 -1.75 3.07
Br -1.55 2.41 -2.68
C -1.06 1.02 -1.39
C -0.54 1.69 -0.16
Br -0.21 0.32 1.20
H -0.31 0.43 -1.92
H -1.97 0.45 -1.22
H -1.28 2.35 0.28
H 0.38 2.25 -0.27

- Highest occupied orbital energy: -10.6474 eV
- Relative energy (zero: lowest compared OMol25 entry of this formula, charge and spin): 1.4 kcal per mole
- Lowest unoccupied orbital energy: 0.4 eV
- Structure (SMILES): BrCCBr.CCCC#N.CCCC#N.CCCC#N
- DFT total energy: -5860.711756 a.u.

---

# C14H25CaN2O3P2

C14H25CaN2O3P2 as an isolated structure (wB97M-V/def2-TZVPD, the Open Molecules 2025 dataset).

Positions of all 47 atoms, in Å:
Ca 0.19 0.11 -0.37
C -3.50 0.51 -2.13
P -2.82 -0.12 -0.56
C -4.13 0.27 0.64
C -2.99 -1.94 -0.78
C -2.48 -2.77 0.40
P -0.70 -2.45 0.79
C -0.75 -1.63 2.43
C -0.02 -4.08 1.19
H -4.48 0.09 -2.33
H -2.83 0.25 -2.96
H -3.58 1.60 -2.09
H -5.08 -0.14 0.32
H -4.22 1.35 0.74
H -3.88 -0.13 1.63
H -2.43 -2.20 -1.69
H -4.04 -2.17 -0.99
H -2.58 -3.83 0.16
H -3.08 -2.60 1.29
H -1.25 -2.25 3.18
H -1.30 -0.68 2.38
H 0.27 -1.41 2.76
H -0.63 -4.57 1.95
H 1.00 -3.97 1.56
H 0.01 -4.71 0.30
C 4.47 -0.13 0.05
O 3.09 0.11 -0.26
C 2.21 0.19 0.85
O 2.67 0.06 1.96
H 5.00 -0.19 -0.90
H 4.60 -1.05 0.61
H 4.87 0.69 0.65
N 2.91 -0.73 -7.29
C 1.94 -1.45 -6.68
O 1.35 -2.37 -7.21
C 1.53 -1.01 -5.29
C 0.87 -1.94 -4.51
C 0.46 -1.57 -3.24
N 0.66 -0.34 -2.73
C 1.30 0.55 -3.50
C 1.75 0.26 -4.77
H 3.20 -1.02 -8.21
H 3.47 -0.07 -6.79
H 0.67 -2.93 -4.89
H -0.04 -2.28 -2.59
H 1.47 1.53 -3.08
H 2.24 1.04 -5.34

- Highest occupied orbital energy: -10.4304 eV
- Charge: +1
- Lowest unoccupied orbital energy: -3.1 eV
- DFT total energy: -2243.871482 a.u.

---

# C14H25CeN2SSi

C14H25CeN2SSi as an isolated structure in a non-equilibrium geometry (wB97M-V/def2-TZVPD, the Open Molecules 2025 dataset).

Positions of all 44 atoms, in Å:
Ce 0.51 0.52 -0.68
C 1.92 -0.99 -3.30
C 0.54 -1.70 -3.16
N -0.43 -1.00 -2.25
C -1.66 -0.32 -2.82
C -1.37 0.93 -3.63
S -0.31 2.30 -2.95
C 1.33 2.02 -3.68
C 2.43 1.42 -2.82
N 2.20 0.02 -2.26
H 2.74 -1.77 -3.31
H 1.97 -0.53 -4.26
H 0.12 -1.83 -4.14
H 0.73 -2.70 -2.73
H -0.79 -1.73 -1.63
H -2.22 -1.02 -3.42
H -2.33 -0.04 -1.99
H -0.90 0.75 -4.62
H -2.33 1.40 -3.78
H 1.24 1.39 -4.59
H 1.60 2.98 -4.01
H 3.37 1.35 -3.46
H 2.65 2.11 -2.00
H 3.07 -0.20 -1.74
C 1.98 -0.67 3.13
Si 0.50 0.33 2.36
C 0.49 2.17 2.91
C -1.02 -0.36 3.34
C -1.13 -0.17 4.74
C -2.18 -0.75 5.45
C -3.24 -1.41 4.78
C -3.19 -1.54 3.39
C -2.04 -1.04 2.71
H 2.94 -0.43 2.69
H 1.80 -1.72 2.91
H 2.08 -0.49 4.24
H 1.35 2.62 2.40
H 0.67 2.30 4.02
H -0.43 2.74 2.60
H -0.44 0.48 5.27
H -2.20 -0.62 6.54
H -4.09 -1.76 5.36
H -3.98 -2.02 2.84
H -1.94 -1.05 1.57

- Highest occupied orbital energy (alpha / beta): -13.2826 / -13.2773 eV
- Charge: +2
- Multiplicity: 2
- Relative energy (zero: lowest compared OMol25 entry of this formula, charge and spin): 0.0 kcal per mole
- Lowest unoccupied orbital energy (alpha / beta): -7.4 / -7.4 eV
- DFT total energy: -1820.127858 a.u.